1.
71
Properties=species:S:1:pos:R:3:forces:R:3 method="wB97M-V/def2-TZVPD" total_charge=+1 homo_energy_ha=-0.3957 e_lumo_ev=-3.57 multiplicity=1
C 1.574 0.213 -1.066 -0.019 0.028 0.114
C 0.127 -0.091 -0.749 0.127 0.049 -0.065
O -0.450 -1.025 -1.751 -0.079 0.103 0.112
S -1.116 -0.366 -3.027 0.080 -0.078 0.108
C -2.822 -0.873 -2.898 -0.161 -0.126 -0.019
C -3.572 -0.061 -1.842 0.051 0.089 0.019
O -4.109 1.054 -2.528 0.150 0.160 0.076
C -4.628 -0.941 -1.163 -0.045 -0.017 -0.057
N -3.964 -1.865 -0.257 0.110 -0.047 -0.047
H 2.242 -0.546 -0.667 0.000 -0.059 -0.103
H 1.851 1.169 -0.621 0.032 -0.018 0.032
H 1.737 0.294 -2.142 -0.021 0.061 -0.007
H -0.493 0.805 -0.712 -0.029 -0.034 -0.095
H -0.002 -0.641 0.178 -0.019 0.017 0.033
H -0.736 -1.306 -3.917 0.045 0.065 -0.120
H -2.826 -1.945 -2.705 0.075 0.021 0.085
H -3.255 -0.663 -3.882 -0.023 -0.046 0.014
H -2.885 0.251 -1.046 -0.001 0.007 -0.020
H -4.166 1.818 -1.939 -0.083 -0.195 -0.091
H -5.317 -0.274 -0.643 -0.008 -0.045 0.046
H -5.208 -1.470 -1.924 -0.050 0.091 -0.020
H -4.091 -2.833 -0.512 -0.066 -0.002 0.038
H -4.266 -1.754 0.700 0.004 0.008 0.001
C -8.561 2.854 2.082 -0.001 0.002 0.004
C -7.258 3.331 2.092 -0.001 -0.008 0.003
C -6.388 2.988 1.066 0.022 -0.019 0.000
C -6.825 2.170 0.033 0.008 0.024 0.022
C -8.128 1.692 0.023 0.004 -0.022 -0.006
C -8.996 2.035 1.049 0.000 -0.008 0.004
H -9.241 3.123 2.880 0.000 0.000 -0.001
H -6.922 3.972 2.896 0.001 -0.002 -0.001
H -5.373 3.366 1.074 -0.007 0.013 -0.006
H -6.155 1.912 -0.779 -0.031 0.018 -0.035
H -8.469 1.060 -0.787 -0.002 0.009 -0.004
H -10.014 1.667 1.042 0.001 0.001 -0.001
C 6.308 0.762 -1.310 -0.013 -0.007 0.020
C 5.124 1.337 -1.752 -0.043 -0.013 -0.009
C 4.751 2.597 -1.304 -0.015 -0.011 0.007
C 5.561 3.282 -0.410 -0.004 0.007 0.009
C 6.744 2.707 0.034 0.007 0.013 0.004
C 7.118 1.448 -0.416 -0.014 -0.012 0.016
H 6.600 -0.219 -1.663 0.005 0.004 -0.007
H 4.497 0.804 -2.457 0.021 0.003 -0.019
H 3.833 3.051 -1.658 0.009 0.010 -0.012
H 5.274 4.266 -0.061 0.004 0.002 -0.006
H 7.374 3.238 0.735 0.009 -0.006 -0.005
H 8.039 1.002 -0.067 0.002 0.003 -0.004
C -1.498 -5.094 -2.188 0.000 0.028 0.003
C -1.580 -6.479 -2.218 -0.004 0.001 0.001
C -0.497 -7.242 -1.804 0.003 -0.006 0.000
C 0.664 -6.622 -1.362 -0.002 -0.004 0.001
C 0.746 -5.238 -1.334 -0.005 -0.004 -0.003
C -0.337 -4.473 -1.747 -0.016 -0.013 -0.057
H -2.347 -4.501 -2.511 0.000 -0.008 0.001
H -2.484 -6.963 -2.562 0.001 -0.001 -0.002
H -0.559 -8.322 -1.826 0.000 0.000 0.002
H 1.506 -7.221 -1.039 0.000 0.000 0.000
H 1.652 -4.757 -0.989 0.000 0.000 -0.002
H -0.272 -3.392 -1.725 -0.005 -0.019 0.055
C 6.282 3.347 3.702 -0.006 0.008 0.001
C 7.034 3.148 4.852 0.005 0.000 -0.002
C 6.793 2.042 5.655 0.000 0.001 0.004
C 5.799 1.137 5.310 0.000 -0.002 0.002
C 5.046 1.338 4.161 0.010 -0.006 -0.006
C 5.288 2.442 3.356 -0.017 -0.001 -0.003
H 6.469 4.212 3.078 -0.003 0.002 0.003
H 7.807 3.855 5.122 -0.001 0.000 0.001
H 7.379 1.887 6.551 0.001 -0.001 -0.002
H 5.612 0.275 5.938 0.000 0.001 0.000
H 4.272 0.630 3.893 0.000 0.000 0.002
H 4.707 2.596 2.456 0.007 -0.008 -0.006

2.
75
Properties=species:S:1:pos:R:3:forces:R:3 method="wB97M-V/def2-TZVPD" total_charge=+2 homo_energy_ha="-0.4851 / -0.4851" de_lowest_ev=0.0699 e_lumo_ev="-6.77 / -6.57" multiplicity=3
V -0.281 -0.251 -1.259 1.105 -0.323 2.976
P -2.496 0.069 -1.738 -0.662 0.468 -0.114
C -2.261 0.630 -3.441 -0.698 0.688 -1.012
C -0.863 0.988 -3.878 -0.185 0.175 -0.798
N 0.183 0.672 -3.096 0.237 -0.332 0.503
C 1.444 0.982 -3.482 -0.045 0.396 -0.385
C 1.672 1.633 -4.695 1.001 -0.291 0.710
C 0.617 1.953 -5.535 -0.888 -0.126 -0.077
C -0.678 1.635 -5.106 0.538 -0.024 -0.021
C 2.612 0.736 -2.517 -0.785 1.046 -0.379
P 2.815 -0.896 -1.769 1.307 -0.353 0.562
H -1.554 1.863 -5.707 0.216 0.004 0.030
H 2.711 1.899 -4.936 -0.600 -0.133 -0.096
H 0.798 2.426 -6.512 -0.155 -0.195 0.613
H 3.519 0.919 -3.122 -0.094 -0.233 0.538
H 2.580 1.519 -1.727 0.056 -0.506 -0.244
H -2.755 -0.026 -4.137 0.330 -1.016 -0.502
H -2.921 1.486 -3.652 0.350 0.254 0.485
H -0.533 -2.757 -4.675 0.252 0.042 0.245
O -0.978 -3.042 -5.471 -0.883 -0.282 0.304
H -1.761 -3.522 -5.129 0.606 0.258 -0.499
H 1.719 -1.547 -1.154 -0.262 0.589 -0.147
O -0.207 -2.042 -0.807 0.405 -1.270 -1.711
H -0.008 -2.960 -1.170 -0.611 1.840 0.894
C 3.332 -2.016 -3.043 -0.086 -0.292 -0.310
H 4.059 -1.554 -3.714 -0.029 -0.051 0.071
H 3.768 -2.903 -2.580 -0.009 0.002 -0.058
H 2.448 -2.319 -3.608 0.133 -0.037 -0.145
C 4.045 -0.826 -0.460 0.322 0.214 0.238
H 4.099 -1.828 -0.004 -0.023 0.319 -0.166
H 5.045 -0.562 -0.851 -0.480 -0.062 0.103
H 3.752 -0.104 0.326 0.064 -0.265 -0.356
C -3.469 1.419 -1.067 -0.028 0.072 0.428
H -4.495 1.329 -1.456 0.265 0.155 0.251
H -3.430 1.336 0.028 -0.303 0.229 -0.229
H -3.020 2.372 -1.384 -0.184 -0.295 0.194
C -3.473 -1.436 -1.666 -0.128 -0.291 -0.152
H -3.769 -1.547 -0.611 -0.085 -0.048 -0.380
H -4.347 -1.360 -2.327 0.114 -0.125 0.339
H -2.856 -2.308 -1.934 -0.266 0.356 0.066
O -0.028 0.588 0.374 0.026 -0.634 -3.164
Si -0.106 0.393 1.979 -0.016 0.170 2.722
C 1.162 1.515 2.751 0.200 -0.156 -0.537
C 2.153 0.996 3.588 0.387 0.449 0.218
C 3.138 1.842 4.118 -0.105 -0.049 -0.054
C 3.137 3.208 3.813 -0.134 -0.207 -0.079
C 2.143 3.730 2.977 -0.181 -0.314 -0.139
C 1.167 2.879 2.434 0.648 0.371 0.362
C -1.763 0.875 2.697 -0.066 0.058 -0.567
C -1.879 1.874 3.670 -0.671 0.096 0.242
C -3.133 2.187 4.228 0.103 -0.382 -0.390
C -4.278 1.491 3.812 0.452 0.158 -0.035
C -4.164 0.497 2.835 0.256 -0.085 -0.213
C -2.914 0.198 2.271 -0.591 0.367 0.527
C 0.225 -1.357 2.575 0.036 0.205 -0.473
C 1.240 -2.108 1.973 -0.132 -0.884 0.317
C 1.423 -3.458 2.304 0.025 0.542 -0.190
C 0.612 -4.055 3.268 -0.276 -0.022 0.135
C -0.366 -3.299 3.927 0.269 0.634 -0.333
C -0.548 -1.939 3.589 0.305 -1.012 -0.138
H 2.160 -0.070 3.832 0.016 0.361 -0.021
H 3.904 1.426 4.775 -0.196 0.173 -0.185
H 3.915 3.862 4.217 -0.335 -0.245 -0.107
H 2.127 4.793 2.741 0.036 -0.234 0.063
H 0.413 3.289 1.761 0.107 -0.042 0.177
H -0.995 2.418 4.001 -0.244 -0.157 -0.044
H -3.211 2.971 4.979 0.007 -0.186 -0.145
H -5.253 1.734 4.239 0.319 -0.117 -0.116
H -5.047 -0.052 2.508 0.151 0.141 0.109
H -2.841 -0.583 1.510 -0.001 0.040 0.216
H 1.904 -1.655 1.232 -0.224 -0.037 0.122
H 2.191 -4.032 1.785 -0.124 0.011 0.246
H 0.737 -5.118 3.504 -0.044 0.476 -0.055
H -0.991 -3.752 4.693 0.168 0.067 -0.137
H -1.300 -1.351 4.107 0.014 -0.111 -0.105

3.
75
Properties=species:S:1:pos:R:3:forces:R:3 method="wB97M-V/def2-TZVPD" total_charge=+3 homo_energy_ha="-0.5638 / -0.5638" e_lumo_ev="-11.05 / -11.04" multiplicity=1
Zr -0.519 -0.304 -1.032 1.193 0.159 2.447
P -2.877 0.177 -1.896 -2.250 0.455 -1.538
C -2.368 1.174 -3.377 1.983 1.206 2.507
C -0.932 1.058 -3.798 0.263 0.410 0.445
N -0.016 0.827 -2.819 -0.059 -0.714 -0.280
C 1.318 0.701 -3.088 -0.736 0.594 0.720
C 1.779 0.933 -4.369 0.620 -0.203 0.286
C 0.851 1.191 -5.376 0.259 0.045 -0.260
C -0.502 1.255 -5.092 -0.630 -0.010 -0.342
C 2.126 0.356 -1.848 1.371 0.564 -0.607
P 3.098 -1.224 -2.037 -1.666 0.518 1.088
H -1.257 1.457 -5.858 0.454 -0.080 0.150
H 2.856 0.894 -4.572 -0.587 0.150 -0.027
H 1.194 1.327 -6.399 -0.038 0.077 0.189
H 2.890 1.141 -1.667 -0.794 0.155 0.391
H 1.485 0.285 -0.856 1.497 0.615 -1.315
H -2.990 0.898 -4.124 -2.008 -0.780 -2.594
H -2.603 2.220 -3.115 0.239 -0.217 -0.181
H -1.550 -4.521 -4.828 2.149 -2.094 0.785
O -2.221 -3.954 -5.073 -1.949 2.314 -1.066
H -2.127 -3.853 -6.033 -0.188 -0.127 0.340
H 2.741 -4.072 -2.090 1.221 -2.549 -1.031
O 2.398 -3.274 -1.776 -0.823 0.509 0.432
H 1.791 -3.524 -1.074 -0.291 0.176 0.511
C 3.936 -1.457 -3.623 -0.187 0.098 -0.740
H 4.881 -0.891 -3.639 -0.270 -0.126 0.116
H 4.169 -2.522 -3.813 -0.156 0.456 0.411
H 3.314 -1.126 -4.470 0.232 -0.234 0.409
C 4.328 -1.310 -0.720 0.219 0.003 0.262
H 3.944 -1.813 0.182 0.034 0.247 -0.389
H 5.197 -1.881 -1.094 -0.354 0.229 0.120
H 4.654 -0.298 -0.436 -0.024 -0.257 -0.093
C -4.265 1.183 -1.273 0.174 0.387 0.828
H -5.089 1.164 -2.003 0.431 -0.089 0.133
H -4.625 0.768 -0.323 0.028 0.125 -0.200
H -3.952 2.222 -1.112 -0.061 -0.258 0.091
C -3.837 -1.154 -2.693 0.384 -0.698 0.176
H -4.118 -1.885 -1.924 -0.083 0.077 -0.245
H -4.747 -0.722 -3.130 0.322 -0.097 0.088
H -3.253 -1.669 -3.465 -0.149 -0.025 0.102
O -0.567 0.615 0.627 -0.336 -1.258 -2.950
Si -0.323 0.586 2.293 0.158 0.493 2.854
C 1.457 0.122 2.485 -0.314 -0.113 -0.556
C 1.818 -1.136 2.967 0.359 -0.214 0.071
C 3.167 -1.456 3.132 0.148 -0.086 -0.002
C 4.156 -0.517 2.817 -0.231 -0.029 -0.027
C 3.788 0.730 2.301 0.015 0.100 -0.154
C 2.439 1.041 2.113 0.614 -0.051 0.005
C -0.661 2.253 3.035 0.019 0.000 -0.336
C -1.798 2.950 2.606 0.088 0.575 0.279
C -2.087 4.216 3.128 -0.038 -0.119 -0.063
C -1.256 4.791 4.097 0.096 -0.344 -0.174
C -0.143 4.080 4.560 -0.118 -0.209 -0.082
C 0.146 2.810 4.040 -0.042 0.350 -0.025
C -1.423 -0.659 3.147 -0.046 -0.069 -0.615
C -2.082 -1.665 2.436 -0.226 -0.189 0.747
C -2.910 -2.579 3.094 -0.067 -0.132 -0.194
C -3.086 -2.504 4.480 0.222 0.242 -0.150
C -2.416 -1.511 5.206 0.152 0.068 -0.323
C -1.593 -0.591 4.541 -0.189 -0.233 0.070
H 1.041 -1.861 3.226 0.278 0.201 0.036
H 3.448 -2.437 3.521 -0.048 0.311 -0.072
H 5.210 -0.757 2.970 -0.344 0.086 0.000
H 4.552 1.470 2.054 -0.176 -0.227 0.112
H 2.152 2.010 1.696 0.124 -0.151 0.254
H -2.465 2.497 1.868 0.098 0.205 0.132
H -2.967 4.758 2.774 0.252 -0.144 0.152
H -1.479 5.784 4.493 0.070 -0.357 -0.132
H 0.503 4.513 5.326 -0.229 -0.160 -0.232
H 1.006 2.256 4.426 -0.185 0.218 -0.165
H -1.950 -1.748 1.351 -0.077 -0.042 -0.075
H -3.422 -3.354 2.520 0.127 0.207 0.239
H -3.739 -3.216 4.992 0.253 0.259 -0.209
H -2.534 -1.451 6.290 0.027 -0.002 -0.349
H -1.081 0.183 5.119 -0.203 -0.197 -0.184

Here are the calculated E numbers, same order: -47101.3185; -90454.3199; -66031.8968 (eV).